1.
14
Properties=species:S:1:pos:R:3:forces:R:3:lowdin_charge:R:1 method="wB97M-V/def2-TZVPD" total_charge=0 smiles="NS(=O)(=O)[C@H]1[C@H](F)[C@@H]1F" de_lowest_kcal_mol=38.0 homo_ev=-10.30
S 1.338916 0.153549 0.243247 -1.39 0.50 -3.18 0.66
F -2.504670 1.414911 -0.660491 -0.53 -1.10 -0.90 0.02
F -2.525731 -1.188879 0.632740 -1.69 -0.64 -0.13 0.06
O 1.667904 -0.425700 1.491441 -0.62 -0.21 1.13 -0.29
O 1.470658 1.568335 -0.031216 0.38 -1.02 0.33 -0.33
N 2.250637 -0.711495 -0.851784 -1.27 -0.01 1.43 -0.08
C -0.617410 -0.236436 -0.313869 3.47 2.38 4.42 -0.09
C -1.430460 0.925042 0.013709 0.39 3.39 1.69 -0.27
C -1.533937 -0.341019 0.883954 1.19 1.15 -0.72 -0.24
H -0.905488 1.946536 0.298037 -0.45 -2.72 0.31 0.19
H -0.682821 -0.752224 -1.163869 -0.38 -2.37 -3.02 0.08
H 2.758414 -0.309715 -1.597506 0.07 0.57 -0.74 0.06
H -1.249440 -0.365820 1.936544 0.41 0.12 -0.42 0.16
H 1.963433 -1.677091 -0.880932 0.40 -0.06 -0.21 0.07



2.
55
Properties=species:S:1:pos:R:3:forces:R:3:lowdin_charge:R:1 method="wB97M-V/def2-TZVPD" total_charge=-1 spin_multiplicity=2 de_lowest_kcal_mol=7.0 homo_ev="-5.15 / -5.17" s2=0.7699
I 7.473348 -1.964362 -2.241814 0.02 0.00 -0.01 0.80
Br -0.929198 3.533549 -0.093039 0.04 0.00 0.03 0.81
Mn 0.130416 0.400130 0.452181 -0.27 0.71 0.19 0.28
Cl 0.144284 -0.090013 2.926072 0.13 -0.20 -0.14 0.79
Cl 5.069743 1.951070 1.870672 0.01 0.00 0.00 0.64
S 2.014574 1.615082 0.980396 0.09 0.11 -0.02 0.61
O -0.429983 2.880862 -5.190365 0.00 -0.01 0.01 0.07
O -2.729655 0.178643 -1.364211 -0.02 0.06 -0.07 0.05
O -7.593057 -0.098900 -1.703812 0.02 0.00 0.00 0.07
O 0.741839 -1.318803 -0.128041 0.07 -0.10 -0.15 -0.14
O -8.819043 0.011507 0.056031 0.01 0.00 0.02 0.05
O 0.790722 -3.462668 -0.712656 -0.01 0.02 -0.09 0.03
O -1.814559 0.232168 0.689544 -0.13 -0.09 0.15 -0.17
N -0.052546 1.277695 -1.392854 0.08 -0.25 -0.32 -0.05
N -7.735298 -0.004375 -0.501723 -0.13 -0.01 -0.08 -0.36
C 1.832021 0.145283 3.322514 -0.01 0.03 -0.05 -0.61
C -6.689312 0.193602 1.707089 0.03 0.00 0.00 -0.01
C -0.445207 2.521851 -1.613197 -0.07 0.06 0.10 -0.70
C 1.319094 -2.364228 -0.578604 -0.07 -0.16 0.29 -0.60
C 2.294771 -0.424115 4.492766 0.00 0.00 -0.01 -0.12
C 4.783233 -0.925260 -1.324411 0.03 0.00 0.01 -0.15
C -0.577518 3.108146 -2.856302 -0.02 0.00 -0.01 -0.04
C 5.457154 -2.078276 -1.687694 -0.06 -0.02 0.01 -0.74
C 3.445665 -1.011950 -0.957778 -0.03 0.08 0.07 -0.03
C 4.819788 -3.312131 -1.687029 0.04 0.00 -0.01 -0.16
C -6.530669 0.098157 0.333568 0.06 0.00 0.04 -0.14
C -2.790007 0.208433 -0.142155 0.09 -0.14 -0.03 -0.58
C 0.161754 0.521212 -2.481659 0.05 0.04 0.05 -0.07
C -0.307529 2.321257 -3.962083 0.01 -0.03 -0.01 -0.31
C 3.963359 1.040477 2.856377 -0.03 -0.01 -0.02 -0.68
C 3.485291 -3.379599 -1.321304 -0.03 0.04 -0.03 -0.02
C 3.623770 -0.255548 4.846246 0.01 0.00 0.02 -0.10
C -4.294770 0.291423 1.898154 0.02 -0.01 0.01 0.00
C -5.551553 0.291969 2.489331 -0.03 0.00 0.02 -0.06
C 4.458272 0.481166 4.021830 0.01 0.00 0.00 -0.13
C -4.158462 0.197019 0.519488 -0.01 0.06 -0.02 -0.10
C 2.627998 0.897557 2.446402 -0.03 -0.06 0.10 -0.68
C 0.058431 0.994988 -3.768441 -0.01 -0.01 -0.02 0.02
C 2.786408 -2.232416 -0.954865 0.05 -0.04 -0.08 -0.12
C -5.291102 0.099209 -0.277384 0.01 0.02 0.04 0.07
H 2.953306 -4.321576 -1.316813 0.00 0.00 0.00 0.11
H 4.008117 -0.700296 5.754610 -0.01 0.00 -0.01 0.10
H 1.617033 -0.998290 5.109882 0.01 0.00 0.00 0.10
H -5.645368 0.367807 3.564884 0.00 0.00 0.00 0.10
H -7.680475 0.189225 2.133926 0.00 0.00 0.00 0.11
H 5.501384 0.624075 4.269242 -0.01 0.00 0.00 0.10
H 5.358570 -4.207182 -1.968334 0.00 0.00 0.00 0.08
H -5.185492 0.029326 -1.349428 0.00 -0.01 -0.01 0.13
H 0.409471 -0.509622 -2.284919 0.07 -0.05 0.04 0.12
H 2.923429 -0.118296 -0.636686 0.02 -0.06 -0.06 0.04
H -0.899843 4.132247 -2.963288 0.00 -0.01 0.01 0.11
H 5.288118 0.031444 -1.310392 0.00 0.00 0.00 0.09
H -3.396549 0.362396 2.496208 0.00 0.00 0.00 0.11
H 0.246231 0.331731 -4.603553 0.00 0.00 0.01 0.12
H -0.240405 2.217219 -5.862560 -0.01 0.01 0.02 0.11